Record 1
This record from the OMol25 dataset describes C26H26NOPdS2 as an isolated structure. The level of theory is ωB97M-V/def2-TZVPD.

Results
- largest force on an atom (eV Å⁻¹) = 0.834
- relative energy (zero: lowest compared OMol25 entry of this formula, charge and spin) (eV) = 0.0000
- spin multiplicity = 3
- total charge = -1
- LUMO level (alpha / beta) (eV) = 2.44 / 2.43
- expectation value of S² = 2.04
- Kohn-Sham gap (alpha / beta) (eV) = 3.2 / 6.0
- highest occupied orbital energy (alpha / beta) (eV) = -0.79 / -3.59

XYZ file:
```
57
Properties=species:S:1:pos:R:3:forces:R:3
Pd -0.1032 0.0184 -0.6675 0.5 -0.4 -0.5
S 3.3145 -2.2598 0.9302 0.1 0.0 0.0
C 3.5428 -0.6110 1.4243 -0.1 0.0 0.0
C 2.5133 0.1841 0.9931 0.1 0.1 -0.1
C 1.5246 -0.5022 0.2593 0.2 -0.1 0.1
C 1.8225 -1.8648 0.1257 -0.2 0.1 0.0
C 0.9243 -2.7451 -0.5165 0.1 0.0 0.1
C 1.0876 -4.1298 -0.7343 0.0 -0.1 0.0
C 0.1259 -4.8553 -1.3807 0.0 0.0 0.0
C -1.0567 -4.1954 -1.8283 0.0 0.1 0.0
C -1.1647 -2.8481 -1.5707 -0.1 0.0 0.0
N -0.2431 -2.1094 -0.9513 -0.2 -0.2 0.1
H 4.4111 -0.3292 1.9974 0.0 0.0 0.0
H 2.4772 1.2496 1.1802 0.0 0.0 0.0
H 1.9940 -4.6120 -0.3845 0.0 0.0 0.0
H 0.2640 -5.9175 -1.5454 0.0 0.0 0.0
H -1.8509 -4.7159 -2.3444 0.0 0.0 0.0
H -2.0604 -2.3095 -1.8727 0.0 0.0 0.0
C -0.2779 3.6494 -2.6915 0.1 0.0 0.0
C -0.2225 2.1419 -2.4378 -0.2 0.0 0.1
C -1.6684 1.6402 -2.2198 -0.4 -0.2 -0.1
C 0.3731 1.4410 -3.6651 0.0 0.0 -0.1
C 0.5322 1.7879 -1.1735 -0.4 0.5 0.4
H -0.8817 3.8821 -3.5755 0.0 0.0 0.0
H 0.7276 4.0452 -2.8531 0.0 0.0 0.0
H -0.7100 4.1703 -1.8343 0.0 0.0 0.0
H -2.3036 1.7203 -3.1123 0.1 0.2 -0.1
H -2.1344 2.2075 -1.4121 0.0 0.0 0.0
H -1.7574 0.5622 -1.9643 0.2 0.1 0.0
H -0.2369 1.6251 -4.5568 0.0 0.0 0.0
H 0.4384 0.3639 -3.4995 0.0 0.0 0.0
H 1.3832 1.8083 -3.8578 0.0 0.0 0.0
H 0.9551 2.6189 -0.6060 0.2 -0.1 -0.1
O -2.5761 -0.5296 0.8612 -0.1 0.0 -0.1
S -2.1584 0.5081 1.8356 0.0 0.0 -0.1
C -2.1010 -0.3210 3.4356 0.0 0.1 0.0
C -2.5716 -1.6191 3.5200 0.0 0.1 0.0
C -2.4986 -2.2759 4.7400 0.0 0.0 0.0
C -1.9543 -1.6379 5.8460 0.0 0.0 0.0
C -1.4616 -0.3430 5.7388 0.0 0.0 0.0
C -1.5233 0.3188 4.5222 0.0 -0.1 0.0
C -3.6627 1.4628 2.1599 0.1 0.0 0.1
C -3.5929 2.6453 2.8831 -0.1 0.0 0.0
C -4.7487 3.3816 3.0919 0.0 -0.1 0.0
C -5.9548 2.9383 2.5620 0.0 0.0 0.0
C -6.0057 1.7665 1.8204 0.0 0.0 0.0
C -4.8533 1.0208 1.6108 0.0 0.1 0.1
H -2.9587 -2.0944 2.6279 0.0 0.0 0.0
H -2.8553 -3.2946 4.8236 0.0 0.0 0.0
H -1.8925 -2.1596 6.7928 0.0 0.0 0.0
H -1.0106 0.1421 6.5947 0.0 0.0 0.0
H -1.1069 1.3130 4.4169 0.0 0.0 0.0
H -2.6448 2.9958 3.2725 0.0 0.0 0.0
H -4.7065 4.3047 3.6554 0.0 0.0 0.0
H -6.8565 3.5172 2.7183 0.0 0.0 0.0
H -6.9450 1.4324 1.3980 0.0 0.0 0.0
H -4.8500 0.1110 1.0244 0.0 0.0 0.0
```
Forces are in eV/Å.


Record 2
This record from the OMol25 dataset describes C29H45N5O6P2Sr as an isolated structure. The level of theory is ωB97M-V/def2-TZVPD.

Results
- largest force on an atom (eV Å⁻¹) = 4.832
- relative energy (zero: lowest compared OMol25 entry of this formula, charge and spin) (eV) = 4.1769
- total charge = +2
- LUMO level (eV) = -4.98
- Kohn-Sham gap (eV) = 8.3
- highest occupied orbital energy (eV) = -13.29

XYZ file:
```
88
Properties=species:S:1:pos:R:3:forces:R:3
Sr 0.0183 -0.6267 -0.0303 1.6 -4.6 0.4
C 2.0773 -2.6289 2.6169 0.1 0.1 0.0
N 0.6352 -2.6608 2.7494 -0.1 -0.3 -0.1
C -0.0294 -3.9141 2.4124 0.0 0.0 -0.1
C -0.9856 -3.8275 1.2531 0.3 -0.1 -0.1
N -0.8177 -3.0976 0.1684 -0.5 0.1 0.2
C -1.7849 -3.5439 -0.7277 0.0 -0.1 0.0
C -1.9726 -3.2267 -2.0704 -0.2 0.0 -0.2
C -2.9928 -3.8699 -2.7490 0.1 0.0 0.0
C -3.8170 -4.8073 -2.1101 0.0 0.0 0.0
C -3.6176 -5.1617 -0.7883 0.0 0.0 0.0
C -2.5718 -4.5310 -0.1266 0.0 0.1 0.0
N -2.0318 -4.6795 1.1395 0.0 0.0 0.1
C 2.5859 -2.7457 1.2020 -0.3 -0.2 0.0
N 1.9037 -2.3682 0.1487 0.5 0.2 0.0
C 2.6952 -2.6951 -0.9475 0.1 -0.1 0.0
C 2.4535 -2.5579 -2.3110 0.1 0.0 -0.3
C 3.4333 -2.9907 -3.1872 -0.1 0.0 0.1
C 4.6303 -3.5568 -2.7266 0.0 0.0 0.1
C 4.8776 -3.7183 -1.3765 0.0 0.0 0.0
C 3.8858 -3.2836 -0.5070 -0.1 0.0 0.0
N 3.7714 -3.3121 0.8729 0.1 0.1 0.1
H 2.5046 -3.4390 3.2119 0.0 0.0 0.0
H 2.4427 -1.6998 3.0601 0.0 0.0 0.0
H 0.1849 -1.9153 2.2519 0.0 0.4 0.3
H -0.5568 -4.3236 3.2789 0.0 0.1 0.0
H 0.7114 -4.6666 2.1162 0.0 0.0 0.0
H -1.3325 -2.5370 -2.6141 0.1 0.0 0.1
H -3.1477 -3.6598 -3.7988 0.0 0.0 0.0
H -4.6085 -5.2836 -2.6718 0.0 0.0 0.0
H -4.2316 -5.9106 -0.3068 0.0 0.0 0.0
H -2.3254 -5.3284 1.8514 0.0 0.0 0.0
H 1.5334 -2.1536 -2.7246 0.0 0.0 0.2
H 3.2672 -2.9028 -4.2522 0.0 0.0 0.0
H 5.3723 -3.8797 -3.4434 0.0 0.0 0.0
H 5.7962 -4.1622 -1.0178 0.0 0.0 0.0
H 4.4515 -3.6635 1.5262 0.0 0.0 0.0
C 1.8953 4.7919 2.7939 0.0 0.0 0.1
C 1.8141 3.3030 2.5968 0.1 -0.1 -0.4
C 0.9517 2.5741 3.5909 0.1 0.1 0.2
O 1.2172 3.1200 1.2170 -0.2 0.0 -0.1
P 1.4098 1.8616 0.3423 -1.1 0.2 -0.5
O 1.7362 0.5728 1.0329 -0.2 1.0 -0.3
C -0.4049 1.7372 -0.5623 0.3 0.8 1.8
P -1.8382 1.3930 0.8582 0.7 0.2 -1.3
O -1.3452 0.2548 1.6775 -0.1 0.5 0.1
O -3.1564 1.0300 0.0809 0.1 0.4 -0.2
C -3.0862 -0.0262 -0.9396 0.1 -0.1 0.0
C -3.1829 0.6109 -2.3098 0.0 0.0 0.0
C -4.1783 -1.0395 -0.6968 -0.1 0.2 0.3
O -2.0279 2.7250 1.5771 0.0 0.0 0.3
C -2.7148 3.9686 1.0972 0.0 -0.3 -0.1
C -4.0452 4.0274 1.8010 -0.1 0.1 0.0
C -1.7847 5.1101 1.4058 -0.1 0.1 -0.1
O 2.4176 2.1048 -0.8055 0.0 -0.4 0.1
C 2.5563 3.1564 -1.8238 0.0 0.3 0.1
C 3.9936 3.6165 -1.7678 0.0 0.0 0.0
C 2.1670 2.5581 -3.1555 0.0 0.1 0.0
H 2.4162 4.9894 3.7315 0.0 0.0 0.0
H 0.9018 5.2350 2.8614 0.0 0.0 0.0
H 2.4523 5.2715 1.9912 0.0 0.0 0.0
H 2.8093 2.8646 2.5166 0.0 0.0 0.2
H -0.0756 2.9360 3.5550 0.0 0.0 0.0
H 1.3457 2.7793 4.5878 0.0 -0.1 0.0
H 0.9639 1.4977 3.4338 0.0 0.0 0.0
H -0.3617 1.0140 -1.4067 -0.3 1.2 0.0
H -0.6004 2.7213 -0.9859 0.0 0.0 0.0
H -2.1072 -0.5328 -0.8107 -0.8 0.1 -0.3
H -4.2208 0.8724 -2.5141 0.0 0.0 0.0
H -2.8641 -0.0994 -3.0745 0.0 0.0 0.0
H -2.5853 1.5181 -2.3949 0.1 0.0 0.0
H -5.1358 -0.5192 -0.6568 0.0 0.0 0.0
H -4.0383 -1.5775 0.2401 0.0 0.0 0.0
H -4.2010 -1.7555 -1.5152 0.0 0.0 0.0
H -2.8479 3.8384 0.0207 0.0 0.1 0.0
H -3.9055 4.1150 2.8779 0.0 0.0 0.0
H -4.6511 3.1488 1.5863 0.0 0.0 0.0
H -4.5878 4.9078 1.4543 0.0 0.0 0.0
H -1.6782 5.2397 2.4830 0.0 0.0 0.0
H -2.2149 6.0257 0.9981 0.0 0.0 0.0
H -0.8003 4.9638 0.9623 0.0 0.0 0.0
H 1.8852 3.9696 -1.5351 0.0 0.0 -0.1
H 4.6639 2.7879 -1.9961 0.0 0.0 0.0
H 4.2451 4.0141 -0.7857 0.0 0.0 0.0
H 4.1538 4.4034 -2.5046 0.0 0.0 0.0
H 2.7578 1.6632 -3.3528 0.0 0.0 0.0
H 2.3725 3.2798 -3.9458 0.0 0.0 0.0
H 1.1062 2.3070 -3.2032 0.0 0.0 0.0
```
Forces are in eV/Å.


Record 3
This record from the OMol25 dataset describes a 2-piece molecular cluster, C3H9ClNOP overall. The level of theory is ωB97M-V/def2-TZVPD.

Results
- largest force on an atom (eV Å⁻¹) = 4.255
- relative energy (zero: lowest compared OMol25 entry of this formula, charge and spin) (eV) = 1.3218
- LUMO level (eV) = -0.38
- Kohn-Sham gap (eV) = 8.6
- highest occupied orbital energy (eV) = -8.97

XYZ file:
```
16
Properties=species:S:1:pos:R:3:forces:R:3
C 0.2128 2.2761 1.6285 -1.3 1.6 1.7
C -1.9672 2.3863 0.7926 -0.3 -1.1 -2.4
C 1.8779 -3.2283 -0.6805 3.4 1.1 0.6
N -0.8221 1.8730 0.7076 0.4 -1.0 0.6
O -1.5758 -0.5387 -0.4404 -3.8 -1.6 -1.0
P -0.3568 0.0614 -0.0367 3.5 1.1 0.9
Cl 0.4138 1.0238 -1.7696 0.3 0.3 -0.2
H -0.0267 3.3399 1.6918 1.1 0.3 0.4
H -0.0275 1.8715 2.6326 0.3 -0.1 -0.6
H 1.2465 2.0630 1.4189 0.0 -0.2 -0.8
H -2.2405 3.2542 1.3363 0.0 0.7 0.9
H 1.2066 -3.6223 -1.3614 -1.5 -1.0 -0.9
H -2.6695 1.9586 0.0722 -0.3 0.1 0.4
H 2.8293 -3.0143 -1.2331 -0.7 -0.3 0.1
H 1.6047 -2.2485 -0.3332 -0.6 0.2 0.4
H 2.2240 -3.8592 0.1454 -0.7 -0.1 -0.2
```
Forces are in eV/Å.


Question: Among the records above, which one has the lowest relative energy (zero: lowest compared OMol25 entry of this formula, charge and spin)?
Answer: C26H26NOPdS2